# C8H19IN

A structure of composition C8H19IN in a non-equilibrium geometry (the ωB97M-V functional and the def2-TZVPD basis, the OMol25 dataset).

Output
Largest force on an atom ... 0.0958 hartree/bohr
Total charge ... +1
Highest occupied orbital energy (alpha / beta) ... -11.4 / -12.4 eV
Frontier orbital gap (alpha / beta) ... 0.274 / 0.326 Ha
Relative energy (zero: lowest compared OMol25 entry of this formula, charge and spin) ... 94.6 kcal per mole

Positions of all 29 atoms, in Å:
C  -0.496  -3.829  0.816
C  -1.017  2.836  -0.846
C  -0.993  1.625  1.498
C  0.552  -0.503  -2.032
C  0.436  -2.797  0.174
C  -0.048  -1.364  0.176
C  -0.246  2.169  0.283
C  0.825  -0.442  -0.609
N  1.076  2.706  0.437
I  2.723  -0.120  0.094
H  -0.152  -4.858  0.964
H  -1.436  -3.766  0.390
H  -0.616  -3.387  1.790
H  -1.344  3.841  -0.672
H  -0.378  2.725  -1.812
H  -1.897  2.242  -0.924
H  -0.888  0.491  1.594
H  -0.603  2.154  2.414
H  -2.019  1.840  1.216
H  0.718  0.540  -2.615
H  1.317  -1.267  -2.444
H  -0.545  -0.782  -2.276
H  0.526  -3.300  -0.889
H  1.364  -2.980  0.581
H  -1.100  -1.466  -0.192
H  -0.008  -0.950  1.145
H  1.147  3.593  -0.021
H  1.837  1.977  0.381
H  1.263  3.071  1.378



# C34H43FNO11PTc

A structure of composition C34H43FNO11PTc (the ωB97M-V functional and the def2-TZVPD basis, the OMol25 dataset).

Output
Largest force on an atom ... 0.0115 hartree/bohr
Total charge ... 0
Expectation value of S² ... 3.7633
Highest occupied orbital energy (alpha / beta) ... -6.6 / -6.8 eV
2S+1 ... 4
Frontier orbital gap (alpha / beta) ... 0.244 / 0.251 Ha
Relative energy (zero: lowest compared OMol25 entry of this formula, charge and spin) ... 0.0 kcal per mole

Positions of all 92 atoms, in Å:
Tc  -0.571  -0.199  0.814
O  0.420  -2.363  -3.034
C  0.458  -1.218  -2.285
O  -0.734  -0.801  -1.655
C  1.699  -1.259  -1.400
O  1.426  -0.908  -0.042
C  2.312  0.104  0.492
C  1.742  1.506  0.234
O  2.491  2.410  -0.077
O  0.451  1.572  0.370
H  -0.362  -2.352  -3.606
H  2.091  -2.273  -1.428
H  2.445  -0.572  -1.802
H  2.343  -0.071  1.568
H  3.311  -0.001  0.076
C  -0.998  5.585  5.158
C  -0.432  4.444  5.994
C  0.920  4.825  6.570
C  1.487  3.701  7.418
C  1.554  2.433  6.610
C  2.488  1.467  6.894
C  2.545  0.304  6.133
F  3.476  -0.617  6.442
C  1.692  0.080  5.095
C  0.735  1.051  4.785
C  -0.203  0.791  3.687
O  -0.111  -0.274  3.044
C  -1.175  1.804  3.441
C  -1.161  2.927  4.216
N  -0.294  3.189  5.203
C  0.666  2.232  5.535
C  -2.255  1.775  2.373
O  -3.131  2.628  2.429
O  -2.224  0.805  1.530
H  -0.904  6.509  5.731
H  -2.052  5.460  4.915
H  -0.435  5.698  4.229
H  -1.115  4.234  6.822
H  0.797  5.732  7.161
H  1.603  5.055  5.746
H  0.850  3.547  8.296
H  2.480  3.954  7.787
H  3.186  1.608  7.711
H  1.734  -0.829  4.510
H  -1.910  3.673  4.003
C  -3.683  -3.190  3.705
C  -2.480  -2.368  3.301
O  -1.760  -3.056  2.259
P  -1.617  -2.304  0.841
O  -3.080  -2.541  0.193
C  -3.974  -1.429  -0.011
C  -4.888  -1.767  -1.163
O  -0.744  -3.356  0.017
C  -1.133  -4.717  -0.251
C  -0.542  -5.661  0.773
H  -4.306  -2.627  4.403
H  -3.376  -4.121  4.185
H  -4.280  -3.437  2.825
H  -1.787  -2.228  4.128
H  -2.784  -1.374  2.957
H  -3.397  -0.524  -0.199
H  -4.549  -1.266  0.904
H  -4.312  -1.903  -2.081
H  -5.610  -0.962  -1.317
H  -5.433  -2.690  -0.960
H  -0.745  -4.931  -1.245
H  -2.220  -4.782  -0.282
H  0.539  -5.524  0.832
H  -0.746  -6.692  0.478
H  -0.967  -5.481  1.760
C  -2.459  0.677  -3.290
C  -1.053  0.428  -3.848
C  -0.532  1.757  -4.422
C  -0.151  0.080  -2.663
C  -1.036  -0.638  -4.943
C  0.123  -0.839  -5.697
C  0.175  -1.802  -6.690
C  -0.935  -2.598  -6.955
C  -2.090  -2.416  -6.213
C  -2.139  -1.442  -5.217
H  -2.419  1.475  -2.546
H  -2.865  -0.206  -2.797
H  -3.135  0.985  -4.090
H  -0.622  2.547  -3.673
H  -1.119  2.038  -5.298
H  0.516  1.696  -4.721
H  0.306  0.961  -2.212
H  1.009  -0.250  -5.491
H  1.090  -1.941  -7.254
H  -0.896  -3.351  -7.732
H  -2.963  -3.028  -6.406
H  -3.052  -1.324  -4.650



# C14H8CuN2O8

A structure of composition C14H8CuN2O8 (the ωB97M-V functional and the def2-TZVPD basis, the OMol25 dataset).

Output
Largest force on an atom ... 0.0024 hartree/bohr
Total charge ... 0
Expectation value of S² ... 0.7527
Highest occupied orbital energy (alpha / beta) ... -9.2 / -9.2 eV
2S+1 ... 2
Frontier orbital gap (alpha / beta) ... 0.308 / 0.297 Ha
Relative energy (zero: lowest compared OMol25 entry of this formula, charge and spin) ... 0.1 kcal per mole

Positions of all 33 atoms, in Å:
Cu  1.530  0.127  0.635
O  -2.728  0.669  2.079
C  -1.413  0.886  1.933
O  -0.947  1.733  1.223
C  -0.588  -0.008  2.808
C  -1.058  -0.535  3.993
C  -0.167  -1.219  4.816
C  1.157  -1.332  4.440
C  1.545  -0.790  3.223
N  0.681  -0.169  2.426
C  2.990  -0.817  2.724
O  3.834  -1.313  3.438
O  3.150  -0.263  1.571
H  -3.187  1.315  1.520
H  -2.092  -0.393  4.270
H  -0.510  -1.640  5.752
H  1.907  -1.820  5.045
O  2.398  1.014  -0.863
C  1.908  1.113  -1.995
C  0.657  0.596  -2.452
C  0.321  0.836  -3.794
C  -0.855  0.362  -4.298
C  -1.744  -0.376  -3.496
C  -1.437  -0.623  -2.191
C  -0.228  -0.145  -1.608
O  0.006  -0.401  -0.374
N  -1.196  0.623  -5.694
O  -0.406  1.261  -6.363
O  -2.254  0.186  -6.105
H  2.504  1.656  -2.740
H  0.989  1.397  -4.434
H  -2.662  -0.738  -3.934
H  -2.103  -1.192  -1.557



# C9H18N4RhS4Sb

A structure of composition C9H18N4RhS4Sb in a non-equilibrium geometry (the ωB97M-V functional and the def2-TZVPD basis, the OMol25 dataset).

Output
Largest force on an atom ... 0.0236 hartree/bohr
Total charge ... +1
Expectation value of S² ... 0.7821
Highest occupied orbital energy (alpha / beta) ... -10.7 / -10.7 eV
2S+1 ... 2
Frontier orbital gap (alpha / beta) ... 0.232 / 0.207 Ha
Relative energy (zero: lowest compared OMol25 entry of this formula, charge and spin) ... 6.9 kcal per mole

Positions of all 37 atoms, in Å:
Rh  -1.258  -0.955  0.237
S  -4.935  -2.148  1.869
Sb  -3.652  -0.301  2.387
S  -1.388  -1.112  2.440
S  -2.850  0.575  0.297
C  -3.489  -2.921  -1.621
C  -2.050  -2.996  -1.990
N  -1.046  -2.433  -1.338
C  0.114  -2.746  -2.037
C  -0.202  -3.518  -3.098
N  -1.576  -3.661  -3.054
H  -3.627  -2.207  -0.809
H  -3.856  -3.894  -1.293
H  -4.093  -2.593  -2.467
H  1.083  -2.412  -1.710
H  0.400  -3.969  -3.865
H  -2.139  -4.192  -3.698
C  2.114  4.428  0.052
C  0.758  4.024  0.601
N  0.311  2.727  0.084
C  0.697  1.530  0.522
S  0.497  0.187  -0.604
N  1.253  1.395  1.707
C  1.905  0.190  2.238
C  3.338  0.059  1.762
H  2.388  5.413  0.425
H  2.094  4.472  -1.037
H  2.891  3.722  0.348
H  -0.014  4.743  0.332
H  0.765  3.993  1.691
H  -0.059  2.709  -0.856
H  1.358  2.232  2.260
H  1.304  -0.670  1.961
H  1.858  0.278  3.323
H  3.383  -0.018  0.676
H  3.782  -0.840  2.187
H  3.941  0.912  2.075



# C4H8AlO3

A structure of composition C4H8AlO3 in a non-equilibrium geometry (the ωB97M-V functional and the def2-TZVPD basis, the OMol25 dataset).

Output
Largest force on an atom ... 0.1315 hartree/bohr
Total charge ... +3
Highest occupied orbital energy (alpha / beta) ... -24.1 / -24.1 eV
Frontier orbital gap (alpha / beta) ... 0.243 / 0.213 Ha
Relative energy (zero: lowest compared OMol25 entry of this formula, charge and spin) ... 174.8 kcal per mole

Positions of all 16 atoms, in Å:
C  -2.033  2.208  -0.788
C  -1.329  0.883  -0.645
O  -0.125  1.174  0.131
H  -2.975  2.030  -1.322
H  -2.302  2.616  0.193
H  -1.398  2.939  -1.303
H  -0.987  0.458  -1.596
H  -1.938  0.152  -0.103
Al  1.832  1.241  0.095
O  0.305  0.076  0.823
O  1.765  -0.578  0.810
C  1.512  -1.856  1.157
C  1.940  -2.726  0.219
H  1.729  -3.790  0.332
H  0.757  -2.332  1.793
H  3.248  -2.493  0.202